# 1
Molecular formula: C15H24N4OP2Pr
Method: DFT, ωB97M-V/def2-TZVPD

```
47
Properties=species:S:1:pos:R:3:forces:R:3:lowdin_spin:R:1
Pr 0.301961 -0.091777 0.220555 -0.84 -2.38 1.69 2.054
P 1.097415 2.586127 0.281080 0.80 0.68 0.44 0.024
P 2.398322 -2.073089 0.528735 1.25 1.86 0.46 0.010
O 1.268664 0.448330 -1.702493 0.48 0.43 -1.39 0.627
N -0.561481 -0.004575 2.555357 0.03 0.00 0.50 0.003
N -0.917199 -1.877156 -0.789083 0.00 2.90 -0.06 0.024
N -1.682257 0.988876 -0.881700 1.11 -0.13 0.32 0.000
N 2.686800 0.357381 6.089241 -2.93 -0.30 -1.75 0.000
C 1.166869 -3.105550 -0.100004 -2.49 -1.52 -0.88 0.031
C -0.169418 -2.960086 -0.674727 0.86 -0.83 0.69 -0.001
C 0.459357 0.125061 4.717361 0.52 0.01 -0.46 0.000
C -2.168069 -1.456859 -1.499319 0.67 -0.91 -0.21 0.005
C 0.539854 0.126588 3.315428 -1.09 -0.02 0.41 0.001
C -1.930060 -0.149365 4.506356 -0.11 -0.04 -0.22 0.000
C 1.538670 -1.179836 -3.362157 0.79 -0.16 0.11 0.031
C -1.522035 2.216118 -1.197297 -0.71 -0.24 0.07 0.003
C 1.676993 0.253790 5.493070 2.45 0.27 1.46 0.000
C -1.771777 -0.160565 3.125602 0.40 0.15 0.10 0.001
C -2.721801 -0.079223 -1.036007 -0.30 0.52 -0.23 0.000
C -0.285176 3.100181 -0.886902 0.28 0.67 0.19 0.001
C 0.858931 0.114958 -2.990329 -0.93 -1.05 0.73 0.074
C 1.159471 1.272333 -3.899386 0.62 1.27 -0.25 0.072
C -0.797182 -0.007216 5.310913 -0.20 -0.02 -0.05 0.000
H -2.976363 -2.190625 -1.373635 0.08 0.18 0.08 0.002
H 1.031254 3.371609 1.496096 -0.06 -0.09 -1.09 0.008
H 0.192938 3.357915 -1.853339 -0.34 -0.01 0.45 0.001
H 0.529559 2.130380 -3.650925 0.13 -0.08 -0.07 0.000
H 2.623349 -1.022632 -3.373324 -0.14 -0.13 -0.13 0.001
H 0.950548 0.993762 -4.921823 -0.09 -0.23 -0.26 0.008
H -0.237876 -0.029566 -2.954744 0.20 0.20 -0.19 0.008
H -2.934792 -0.251676 4.922827 0.45 0.01 0.00 0.000
H -2.277310 2.831741 -1.732389 0.16 -0.55 0.16 0.000
H 1.211992 -1.500824 -4.340736 -0.09 -0.06 -0.33 0.006
H 2.215765 1.561680 -3.824015 -0.25 -0.08 -0.05 -0.001
H -2.594932 -0.283518 2.417416 0.10 0.04 0.47 0.000
H 1.471094 0.238880 2.762815 0.20 0.03 0.41 0.000
H 3.288387 -1.284656 -0.337728 -0.62 -1.08 0.95 0.002
H 2.606052 -1.825514 1.955089 -0.03 -0.39 -1.36 0.004
H -3.535872 0.211526 -1.713408 0.26 0.00 -0.03 0.000
H 1.397118 -4.175120 -0.003832 0.03 0.50 -0.28 0.001
H -0.577218 -3.938263 -0.994175 0.16 0.44 0.04 0.000
H -2.023664 -1.381992 -2.586809 0.33 -0.19 0.17 0.002
H -0.623118 4.055113 -0.437679 -0.24 -0.39 -0.60 0.000
H 1.313679 -1.971700 -2.641339 -0.01 0.18 -0.12 0.000
H 2.409356 2.890315 -0.265239 -1.20 0.26 0.18 -0.001
H -3.211171 -0.231621 -0.069600 0.31 0.33 0.17 0.000
H -0.875615 0.000330 6.396195 -0.03 -0.01 -0.22 0.000
```
Positions in Å, forces in eV/Å.

Summary:
* ΔE to the lowest compared entry with this formula, charge and spin: 0.0 kcal per mole
* ⟨S²⟩: 3.760
* HOMO energy (spin up / spin down): -13.92 / -13.75 eV
* multiplicity: 4
* charge: +2
* gap between HOMO and LUMO (spin up / spin down): 7.5 / 3.4 eV

# 2
Molecular formula: C6H13F2NP
Method: DFT, ωB97M-V/def2-TZVPD

```
23
Properties=species:S:1:pos:R:3:forces:R:3:nbo_charge:R:1
P -2.684108 -1.087127 -0.361187 0.42 -1.65 -1.08 0.391
F -1.374223 1.572637 -1.129621 0.80 -1.02 0.50 -0.338
F -0.778012 -0.923633 1.356556 0.42 -0.36 -0.97 -0.373
N 1.346122 -0.567192 -0.636229 0.52 2.14 -2.48 -0.349
C 0.865742 0.878819 -0.496757 0.61 1.04 2.03 -0.271
C -0.712559 1.682463 1.099014 0.42 0.55 2.22 -0.658
C -0.614152 0.900978 -0.155546 1.23 -1.10 0.08 0.305
C 1.878390 -0.976363 0.607519 4.01 -1.89 2.25 -0.446
C 0.131175 -1.313845 -0.870326 -0.90 -1.94 0.19 -0.294
C -0.903207 -0.650921 -0.043265 -2.29 1.57 1.06 0.077
H 1.353629 1.494412 0.346579 0.12 -1.73 -1.47 0.261
H -3.110911 0.037022 0.255420 -0.59 1.26 0.47 -0.012
H 1.984443 -0.684424 -1.494891 -0.77 0.30 1.90 0.466
H -2.668721 -0.578952 -1.691743 -0.17 0.07 0.29 -0.006
H -0.085598 -1.307743 -1.905824 -0.64 0.53 -1.14 0.255
H 1.478454 -0.400996 1.438298 -0.34 -0.56 -0.13 0.257
H 2.989182 -0.840876 0.660232 -0.84 0.39 -0.31 0.249
H -0.078241 1.412863 2.021591 -1.03 -0.48 -1.63 0.243
H -0.343333 2.696868 0.941353 -0.47 0.18 -0.49 0.243
H 0.992352 1.436694 -1.343110 0.71 1.04 -2.64 0.253
H -1.738768 1.686336 1.377004 -0.85 0.42 0.63 0.244
H 1.809762 -2.082183 0.682125 -0.43 0.83 0.44 0.241
H 0.262573 -2.384829 -0.657203 0.07 0.41 0.29 0.264
```
Positions in Å, forces in eV/Å.

Summary:
* ΔE to the lowest compared entry with this formula, charge and spin: 0.0 kcal per mole
* SMILES string: C[N@H+]1C[C@](F)(P)[C@](C)(F)C1
* HOMO energy: -13.47 eV
* charge: +1
* gap between HOMO and LUMO: 9.9 eV

# 3
Molecular formula: C18H10BCl2F4N4O2Ti
Method: DFT, ωB97M-V/def2-TZVPD

```
42
Properties=species:S:1:pos:R:3:forces:R:3:nbo_charge:R:1
Ti 11.482704 11.403231 4.386575 0.27 -2.43 -1.02 1.680
Cl 5.465419 7.962505 4.711859 -0.55 -0.05 0.11 0.027
Cl 7.690932 5.643425 5.342115 -0.02 0.72 0.12 0.028
F 12.481533 11.291522 7.940745 -0.16 0.75 -0.78 -0.517
F 11.154073 13.147267 7.418064 0.45 -0.40 -0.19 -0.524
F 12.671278 12.382054 5.858744 0.65 0.31 0.10 -0.527
F 10.894994 11.150659 6.278885 -0.19 0.18 0.99 -0.503
O 7.615266 12.650971 4.818068 1.20 -0.51 -0.52 -0.595
O 12.181514 7.773053 5.708748 0.40 0.36 -0.55 -0.589
N 13.624239 10.609641 4.166251 0.92 0.04 1.16 -0.514
N 11.020066 13.324531 3.992870 -1.15 3.62 0.48 -0.554
N 9.403993 11.196456 4.149053 0.62 2.84 -0.15 -0.709
N 11.199604 9.376482 4.324969 1.04 -0.52 0.98 -0.701
C 9.886084 8.943714 4.600506 -0.97 -0.05 0.06 0.102
C 14.802906 11.316419 4.232460 -1.36 0.00 -1.55 0.062
C 9.237587 14.838334 4.664581 0.91 0.67 -0.16 -0.184
C 7.546487 9.671785 4.550988 0.01 -0.69 -0.33 -0.267
C 13.569920 9.434788 4.860210 1.01 1.72 -1.40 0.149
C 15.974582 10.859136 4.775140 -0.38 -0.70 0.80 -0.247
C 8.770994 12.429849 4.441411 -1.16 -2.65 -0.48 0.615
C 11.911690 14.373202 4.182223 -2.17 -1.09 0.61 0.077
C 8.897180 9.918233 4.369417 -0.49 0.70 0.72 0.212
C 7.128237 8.348260 4.820463 1.17 -0.63 -0.06 -0.075
C 9.689356 13.576970 4.285787 1.99 0.78 0.05 0.147
C 11.520756 15.553912 4.825238 0.53 -0.39 -0.70 -0.240
C 9.444630 7.741541 5.126424 -0.26 -1.30 -0.31 -0.223
C 10.161482 15.860785 4.996746 -0.99 -0.75 0.04 -0.127
C 15.931804 9.575125 5.359608 0.08 -0.15 -0.05 -0.118
C 8.077615 7.323652 5.102703 0.55 2.40 -0.31 -0.075
C 14.715745 8.912393 5.435463 -0.01 0.81 -0.36 -0.200
C 12.258465 8.751070 4.970722 -1.81 -0.61 0.47 0.613
B 11.830765 12.034453 6.980903 -0.54 -0.26 1.63 1.361
H 9.719290 16.800408 5.436270 1.06 -1.05 -0.53 0.248
H 16.794577 11.566350 4.831864 0.25 -0.52 -0.19 0.240
H 6.877634 10.524529 4.396998 -0.04 -0.74 0.18 0.262
H 10.196969 7.083519 5.526500 -0.13 -0.39 -0.29 0.262
H 12.379946 16.123725 5.164392 -0.51 0.61 -0.09 0.239
H 14.823017 12.259630 3.650932 -0.22 -0.50 0.66 0.199
H 8.164413 14.959425 4.732274 0.10 0.04 0.30 0.265
H 12.942311 14.143219 3.944942 -0.01 0.18 0.13 0.208
H 16.799526 9.015181 5.738328 -0.24 0.79 -0.05 0.236
H 14.575495 8.015854 5.965273 0.14 -1.14 0.50 0.258
```
Positions in Å, forces in eV/Å.

Summary:
* ⟨S²⟩: 0.755
* HOMO energy (spin up / spin down): -7.60 / -7.59 eV
* multiplicity: 2
* gap between HOMO and LUMO (spin up / spin down): 6.4 / 6.3 eV

# 4
Molecular formula: C18H29N5S2
Method: DFT, ωB97M-V/def2-TZVPD

```
54
Properties=species:S:1:pos:R:3:forces:R:3:nbo_charge:R:1
S -5.513288 -1.133487 0.845616 -0.44 -0.06 0.11 0.266
S -2.406311 0.491046 -3.162724 0.30 -0.16 0.30 0.402
N 1.500385 0.449315 2.301193 0.11 0.04 -0.04 -0.478
N 1.638489 0.666313 -3.436276 -0.06 0.00 0.03 -0.427
N -0.654337 -1.205780 1.251917 0.26 0.05 0.04 -0.616
N -2.913334 -1.129207 0.904144 0.30 -0.19 0.38 -0.560
N -3.920435 -0.314373 -1.080017 -0.38 0.03 -0.12 -0.548
C -0.362589 -0.216246 -1.713583 0.23 0.16 -0.44 -0.042
C -3.948025 -0.829753 0.134817 -0.16 0.31 -0.57 0.276
C 2.623455 0.882770 -4.471721 -0.02 -0.01 0.03 -0.404
C -1.509777 -0.451687 -0.897086 -0.67 0.12 -0.04 -0.224
C -1.684088 -0.923825 0.432985 -0.32 -0.03 -0.47 0.472
C -6.586181 -0.584851 -0.512432 0.38 -0.12 0.30 -0.731
C -0.000416 2.175442 1.312018 0.27 -0.01 0.15 -0.615
C 1.064446 -0.508388 -1.377321 0.11 -0.04 -0.27 -0.425
C 2.911335 0.098853 2.456524 0.14 -0.09 -0.18 -0.212
C 0.296102 0.639060 -3.989859 0.02 0.06 -0.16 -0.255
C 3.614156 -0.159359 1.128932 -0.07 0.06 0.30 -0.612
C 0.313517 -1.375795 3.490276 -0.17 0.27 -0.13 -0.416
C -2.699974 -0.143530 -1.570605 0.57 -0.07 0.21 0.100
C 1.340939 1.863161 1.967203 -0.17 0.11 -0.12 -0.215
C 0.751216 0.091749 3.506138 0.01 -0.25 0.14 -0.223
C -0.686562 0.292421 -2.926570 -0.28 -0.06 0.23 -0.172
C 1.898785 -0.532061 -2.658903 -0.02 0.03 0.30 -0.214
C -0.918179 -1.593552 2.621725 -0.04 -0.22 0.29 -0.211
H 0.069980 1.627425 -4.402895 0.02 -0.06 -0.04 0.213
H 1.452631 0.267105 -0.714085 0.08 -0.05 0.12 0.218
H -6.382979 0.459477 -0.723538 -0.09 0.03 -0.08 0.231
H -7.608232 -0.721783 -0.175951 -0.10 -0.02 0.05 0.222
H 3.608454 0.969972 -4.015586 0.06 0.01 -0.05 0.201
H 1.139706 -1.472972 -0.870673 0.05 0.02 0.06 0.220
H 0.210513 -0.093141 -4.819282 0.07 0.09 0.03 0.175
H 1.467251 2.491030 2.865938 0.09 -0.05 -0.04 0.169
H 3.581543 0.711902 0.480080 0.01 0.08 -0.12 0.203
H 1.666967 -1.445654 -3.235789 0.04 0.01 0.00 0.165
H -1.213628 -2.648575 2.636899 -0.06 0.11 0.11 0.202
H -0.100814 1.653176 0.365018 -0.04 -0.05 -0.13 0.212
H 2.133277 2.134290 1.266652 0.02 0.03 0.07 0.197
H 1.128982 -2.001333 3.124438 0.11 -0.07 0.08 0.201
H 3.150983 -0.995390 0.612873 -0.05 -0.09 -0.09 0.207
H 2.649265 0.069452 -5.214710 0.00 -0.01 -0.02 0.164
H 2.960543 -0.553613 -2.402538 -0.02 -0.03 -0.05 0.202
H 3.447326 0.887242 3.011478 -0.07 -0.07 0.07 0.171
H -0.837046 1.894518 1.946490 -0.13 -0.02 0.04 0.205
H -6.382522 -1.188621 -1.390265 -0.09 0.04 -0.08 0.230
H 1.350697 0.293837 4.408664 -0.04 0.09 -0.07 0.180
H -0.141422 0.715589 3.565077 0.00 0.03 0.04 0.203
H 4.657227 -0.402878 1.316234 0.13 -0.01 -0.04 0.214
H 2.395591 1.814653 -4.987401 0.05 0.03 -0.07 0.202
H 0.077617 -1.689959 4.507755 0.01 -0.07 -0.01 0.219
H 0.233033 -0.735447 1.110437 -0.04 0.04 -0.09 0.437
H 2.969125 -0.814542 3.052195 0.01 0.07 0.05 0.196
H -1.768449 -1.017872 3.005235 0.11 -0.08 0.04 0.207
H -0.064949 3.243874 1.120860 -0.07 0.10 -0.03 0.218
```
Positions in Å, forces in eV/Å.

Summary:
* ΔE to the lowest compared entry with this formula, charge and spin: 0.0 kcal per mole
* SMILES string: CCN(CC)CCCNc1nc(SC)nc2sc3c(c12)CCN(C)C3
* HOMO energy: -7.50 eV
* gap between HOMO and LUMO: 8.2 eV

# 5
Molecular formula: C10H13IN
Method: DFT, ωB97M-V/def2-TZVPD

```
25
Properties=species:S:1:pos:R:3:forces:R:3:nbo_charge:R:1
I 1.457608 -1.593842 0.392679 0.34 -0.20 -0.11 0.276
N -1.756560 -0.354807 0.399249 0.17 0.98 -0.72 -0.467
C 2.286838 2.628210 0.942481 -0.19 0.38 0.90 -0.182
C -1.851717 -2.550265 0.649353 -1.08 -2.19 -0.14 -0.516
C -2.701077 -0.727608 -0.652136 -1.56 -1.24 1.28 -0.240
C -1.246410 -1.296490 1.103447 -0.17 -0.33 1.98 0.241
C -2.320665 -2.205984 -0.765499 0.82 -2.14 -1.78 -0.417
C 2.672754 2.210101 -1.360650 -0.37 -2.20 0.73 -0.173
C 2.737021 3.077282 -0.279374 -0.57 -1.64 -1.02 -0.193
C 1.774249 0.442459 0.070374 0.69 0.74 -0.27 -0.207
C 1.844467 1.352996 1.161935 -0.87 -1.44 0.42 -0.258
C 2.186244 0.848522 -1.207779 0.53 2.10 -0.13 -0.242
H -3.133796 -2.926278 -1.150451 1.25 1.38 0.61 0.260
H -1.352736 -2.423912 -1.341285 -1.57 0.83 -0.05 0.230
H -0.829536 -1.139934 2.129498 -0.12 0.07 -1.37 0.271
H -2.766051 -2.710467 1.214037 -0.28 0.24 0.77 0.258
H 2.264171 3.235698 1.830788 0.25 0.56 -0.07 0.229
H -1.359851 -3.558173 0.748842 0.15 1.44 -0.11 0.277
H -1.500594 0.594776 0.416182 0.44 1.34 0.82 0.433
H 1.527353 1.119952 2.228388 0.46 -0.16 -1.67 0.235
H -3.742263 -0.716349 -0.079287 1.72 0.41 -1.71 0.224
H 3.103020 4.039528 -0.443350 0.57 1.45 0.06 0.233
H -2.623868 -0.054774 -1.529083 -0.23 -0.61 0.59 0.253
H 2.216085 0.283831 -2.160368 -0.22 -0.21 1.18 0.246
H 3.115309 2.425518 -2.317987 -0.17 0.44 -0.18 0.230
```
Positions in Å, forces in eV/Å.

Summary:
* ΔE to the lowest compared entry with this formula, charge and spin: 46.2 kcal per mole
* HOMO energy: -12.35 eV
* charge: +1
* gap between HOMO and LUMO: 8.4 eV

# 6
Molecular formula: C2H16N2O4
Method: DFT, ωB97M-V/def2-TZVPD

```
24
Properties=species:S:1:pos:R:3:forces:R:3:nbo_charge:R:1
O 0.076623 -2.493646 2.041861 -2.53 0.78 -0.64 -1.001
O -1.947524 -0.647903 1.866097 1.97 1.33 -1.11 -0.952
O 0.881316 -2.609374 -0.688533 0.35 -2.83 -0.89 -0.981
O -2.790737 1.548263 -1.041070 -2.69 0.32 0.89 -0.938
N 0.300073 -0.122421 -1.668333 2.00 3.47 0.30 -0.893
N 1.240365 1.580539 1.220600 -1.16 -0.21 -0.43 -0.866
C 1.514365 0.613750 -0.982569 -3.01 0.14 0.45 -0.241
C 0.917188 1.923326 -0.229845 1.62 -0.04 0.73 -0.228
H -1.967089 1.587396 -1.435096 3.09 -0.41 -1.18 0.471
H -0.160453 2.048955 -0.499435 0.76 -0.30 0.51 0.172
H 1.100084 -3.448977 -1.222961 -0.50 2.05 1.20 0.476
H 0.762438 -1.882847 2.286751 0.50 0.38 0.19 0.470
H 1.407463 2.961916 -0.499157 -0.53 -2.25 0.48 0.187
H 0.602148 -0.196725 -2.625280 -0.41 -0.65 -0.19 0.355
H 1.186639 2.307112 1.932813 -0.35 0.08 -0.57 0.365
H -3.271345 2.203827 -1.561333 -0.33 -0.12 0.29 0.465
H -1.655114 -0.175441 1.022555 -1.18 -0.94 1.43 0.506
H -0.775169 -1.890833 1.934189 2.16 -1.32 0.52 0.499
H 0.101880 -0.992568 -1.253760 0.31 -1.19 0.14 0.391
H -2.772019 -1.083455 1.732170 -1.05 -0.23 -0.59 0.491
H 2.011194 -0.059278 -0.209552 -0.49 1.04 -1.24 0.216
H 0.462928 -2.958150 0.124325 0.30 0.31 0.06 0.505
H 2.170379 0.978943 -1.758608 0.42 -0.37 -0.15 0.188
H 0.604366 0.807592 1.514171 0.73 0.93 -0.20 0.342
```
Positions in Å, forces in eV/Å.

Summary:
* ΔE to the lowest compared entry with this formula, charge and spin: 54.4 kcal per mole
* SMILES string: NCCN.O.O.O.O
* HOMO energy: -9.03 eV
* gap between HOMO and LUMO: 9.7 eV